Density functional theory data (ωB97M-V/def2-TZVPD) for a structure of composition C10H24CeIO3P2 at a distorted geometry.

```
41
Properties=species:S:1:pos:R:3
C -0.136 -0.034 -5.415
I -0.316 -0.004 -3.192
H 0.919 0.076 -5.683
H -0.729 0.794 -5.809
H -0.532 -0.990 -5.767
Ce 0.865 -0.019 0.034
P -0.020 2.690 -0.163
C -1.507 3.661 -0.510
C 0.737 3.527 1.281
H 0.878 4.606 1.107
H 1.265 4.329 -1.475
H 1.706 3.063 1.516
H 2.140 2.765 -1.310
H -2.253 3.442 0.270
H 0.096 3.357 2.155
C 1.154 3.230 -1.480
H -1.328 4.751 -0.555
H 0.796 2.861 -2.455
H -1.942 3.314 -1.461
P 0.007 -2.728 0.225
C -1.462 -3.760 0.026
C 1.203 -3.435 -0.998
H 1.731 -2.817 1.950
H 0.966 -4.425 1.731
H 0.137 -3.091 2.612
C 0.783 -3.340 1.763
H 2.178 -2.923 -0.902
H 1.342 -4.520 -0.828
H -1.270 -4.844 0.133
H -1.907 -3.556 -0.961
H 0.837 -3.233 -2.018
H -2.208 -3.443 0.770
C -1.440 -0.044 -0.205
O -2.594 -0.056 -0.378
C 0.370 0.035 4.340
O 0.604 -0.037 2.908
C -0.488 0.179 2.110
O -1.581 0.475 2.549
H -0.663 0.269 4.558
H 1.024 0.801 4.751
H 0.639 -0.926 4.775
```

Results
DFT total energy (hartree): -2075.5080
2S+1: 1
Net charge: +3
ΔE to the lowest compared entry with this formula, charge and spin (eV): 2.787
HOMO (spin up / spin down) (eV): -19.62 / -19.63